Record 1
10
Properties=species:S:1:pos:R:3 method="wB97M-V/def2-TZVPD" total_charge=0 multiplicity=1 smiles=COCC#N orbital_gap_ev=11.45
C 1.1736 -0.0382 0.5469
O 0.4936 0.9096 -0.2503
C -0.8652 0.6243 -0.4409
C -1.0930 -0.8270 -0.5764
N -1.1338 -1.9818 -0.6008
H 1.9895 0.4957 1.0266
H 1.5587 -0.8544 -0.0764
H 0.5244 -0.4860 1.3195
H -1.1853 1.1462 -1.3454
H -1.4624 1.0116 0.3970

***

Record 2
10
Properties=species:S:1:pos:R:3 method="wB97M-V/def2-TZVPD" total_charge=0 multiplicity=1 smiles="[O-][N+]1=CCC1" orbital_gap_ev=9.67
O 2.8283 -0.0547 -0.0114
N 1.5900 0.1325 0.0473
C 0.7080 1.1822 0.0528
C -0.5387 0.2806 -0.0220
C 0.4802 -0.8644 0.0201
H 1.0180 2.1202 -0.2386
H -1.2895 0.2058 0.6922
H -0.9134 0.2489 -1.0131
H 0.5960 -1.3238 0.9748
H 0.6851 -1.5602 -0.8588

***

Record 3
10
Properties=species:S:1:pos:R:3 method="wB97M-V/def2-TZVPD" total_charge=0 multiplicity=1 smiles="C1=NC1.C=O" orbital_gap_ev=10.99
C 1.0955 0.7218 -0.3263
N 1.2799 1.6431 0.4995
C -0.1518 1.3034 0.1218
H 1.6470 0.0020 -0.9168
H -0.6850 2.0164 -0.5036
H -0.7531 0.8338 0.9028
C -0.6149 -1.6319 0.0542
O 0.5103 -2.0219 0.2424
H -1.3541 -1.5411 0.8734
H -0.9737 -1.3256 -0.9474

***

Record 4
10
Properties=species:S:1:pos:R:3 method="wB97M-V/def2-TZVPD" total_charge=0 multiplicity=1 smiles="C1=NCCO1" orbital_gap_ev=10.72
C 1.4086 -0.0159 -0.1902
N 0.8672 1.0851 0.1227
C -0.5728 0.8746 0.0653
C -0.6581 -0.7680 -0.0530
O 0.6591 -1.1040 -0.4765
H 2.4736 -0.1867 -0.2716
H -0.9791 1.7114 -0.5587
H -1.0777 0.9039 1.0124
H -0.7463 -1.1379 0.9909
H -1.3744 -1.3626 -0.6414